C27H31N3O4S | ωB97M-V/def2-TZVPD

Element x y z (Å)
C  2.31506  2.04512  -3.69906
C  2.59015  1.57193  -2.28241
O  2.37676  2.64913  -1.39822
C  2.56684  2.31117  -0.04930
C  2.17279  3.50679  0.81391
C  0.69712  3.86529  0.64934
N  -0.16054  2.78726  1.09281
C  -1.16599  2.30241  0.34648
O  -1.52449  2.78895  -0.70808
C  -1.76286  1.00500  0.91832
C  -3.26499  0.86829  0.90958
C  -3.82467  -0.10951  1.72739
C  -5.18904  -0.32534  1.73382
C  -6.01493  0.44661  0.93374
C  -5.46755  1.43535  0.13645
C  -4.09873  1.64544  0.11882
N  -1.13172  -0.07181  0.13822
C  -1.73453  -0.37471  -1.14348
C  -2.87388  -1.33684  -1.02942
C  -4.10714  -1.24814  -1.59343
C  -4.94555  -2.33874  -1.26875
C  -4.33797  -3.24101  -0.46140
S  -2.72287  -2.78593  -0.08799
C  0.03377  -0.55378  0.60034
O  0.54598  -0.12930  1.63030
C  0.71337  -1.68182  -0.16955
N  2.05106  -1.83689  0.34054
C  3.12710  -1.65920  -0.46676
O  3.03807  -1.67343  -1.68123
C  4.42610  -1.48911  0.24281
C  5.57500  -2.01087  -0.34317
C  6.80526  -1.84512  0.26471
C  6.90000  -1.13924  1.45305
C  5.76313  -0.59516  2.02792
C  4.52775  -0.76901  1.42961
H  2.98937  2.85734  -3.95580
H  1.29296  2.40674  -3.77300
H  2.45998  1.22313  -4.39386
H  3.62354  1.20366  -2.18899
H  1.92055  0.73752  -2.02329
H  3.62129  2.04260  0.13255
H  1.95353  1.43536  0.21361
H  2.38780  3.27469  1.85909
H  2.77227  4.36636  0.51481
H  0.47309  4.04617  -0.40418
H  0.47097  4.77112  1.22384
H  0.15746  2.25664  1.89114
H  -1.41153  0.87127  1.94803
H  -3.18055  -0.71311  2.35166
H  -5.60874  -1.09575  2.36376
H  -7.08177  0.27894  0.93685
H  -6.10777  2.04630  -0.48269
H  -3.67900  2.41273  -0.51199
H  -2.10160  0.56527  -1.56912
H  -0.97410  -0.77329  -1.82012
H  -4.41226  -0.42592  -2.21453
H  -5.95697  -2.43710  -1.61886
H  -4.73023  -4.15279  -0.05766
H  0.80923  -1.46853  -1.23798
H  0.13126  -2.60259  -0.04154
H  2.14260  -1.67513  1.33437
H  5.48171  -2.54549  -1.27641
H  7.69214  -2.26111  -0.18974
H  7.86094  -1.00462  1.92739
H  5.83972  -0.03030  2.94551
H  3.65282  -0.31577  1.87454

## Properties
Total energy (hartree): -1910.93693
Max |F| (eV/A): 0.650
Kohn-Sham gap (eV): 9.2581
ΔE to the lowest compared entry with this formula, charge and spin (eV): 0.0524
HOMO energy (eV): -8.706
LUMO energy (eV): 0.55
SMILES: CCOCCCNC(=O)[C@@H](c1ccccc1)N(Cc1cccs1)C(=O)CNC(=O)c1ccccc1